{
  "formula": "C4H8Cl2",
  "method": "ωB97M-V/def2-TZVPD",
  "orbital_gap_ev": [6.503, 8.618],
  "s_squared": 2.01,
  "energy_ev": -29317.180,
  "homo_ev": [-5.70, -11.06],
  "e_lumo_ev": [0.8029, -2.4412],
  "multiplicity": 3,
  "charge": 0,
  "species": ["C", "H", "Cl", "H", "C", "H", "H", "H", "H", "H", "Cl", "C", "H", "C"],
  "positions_angstrom": [[-0.545517, -2.367285, 0.427703], [-0.996362, 2.414002, 0.849912], [1.534484, 1.082755, 1.684703], [-1.049083, 0.714001, 0.793709], [1.418649, 1.066022, -1.016044], [0.075891, -2.247514, 1.278177], [2.487254, 0.826891, -1.141902], [0.898632, 1.196539, -2.022935], [-0.033592, -1.743482, -0.361701], [-1.486720, -1.801248, 0.476191], [-1.616077, 1.422455, -1.372408], [0.765959, 1.306116, 0.128485], [-0.634312, -3.394785, 0.061752], [-0.819205, 1.525533, 0.214360]],
  "forces_ev_per_angstrom": [[0.094, 1.569, -2.346], [-0.349, -0.062, -0.985], [-0.625, -0.019, -1.281], [-1.542, -2.169, 1.290], [4.376, -1.744, -9.088], [0.215, -0.183, 1.063], [-0.752, 0.212, 0.552], [0.655, -0.179, 1.761], [-0.116, -0.900, 0.420], [-0.033, -0.750, 0.548], [0.012, 0.334, 0.712], [-5.406, 2.479, 7.425], [-0.148, 0.328, 0.299], [3.619, 1.083, -0.372]]
}